This record from OMol25 describes an isolated molecule of C6H14N2O4S. The level of theory is wB97M-V/def2-TZVPD.

Last column: Löwdin charge in e.
CARTESIAN COORDINATES (ANGSTROEM)
S -0.63842 -0.17392 0.35788  0.7126
O -0.76741 0.24363 1.72701  -0.3049
O -0.48588 -1.59332 0.13979  -0.3608
O 0.05884 2.54575 -0.55873  0.0192
O 2.21560 2.44289 0.10374  0.0710
N -4.51340 0.57603 -0.21988  0.0232
N 1.92706 -0.83777 -0.03456  -0.2318
C 0.98039 0.32033 -0.54240  -0.0918
C 2.42551 -0.67409 1.34730  -0.0151
C 3.04266 -1.23595 -0.82086  -0.0498
C -3.30063 0.16115 0.43467  -0.3018
C -2.13666 0.44324 -0.52835  -0.1989
C 1.14641 2.12038 -0.27218  -0.6814
H -4.43654 1.51553 -0.41381  0.0437
H -4.76207 0.04088 -0.98539  0.0472
H 2.99469 -1.04346 -1.91567  0.1180
H -3.14197 0.54140 1.41766  0.1006
H -1.75956 1.50627 -0.63383  0.0917
H -3.44079 -0.90172 0.63376  0.1202
H 3.15350 -1.38962 1.77007  0.1096
H 4.05732 -0.90449 -0.39232  0.1297
H 3.08961 -2.32719 -0.69944  0.1075
H -2.14369 -0.00998 -1.57674  0.1318
H 1.61036 -0.38372 2.04104  0.0987
H 1.20557 -1.55265 0.01046  0.0848
H 3.05394 0.32057 1.11309  0.1429
H 0.56556 0.24986 -1.50231  0.0838

Atoms 1-3, force components in eV/Å:
0.6 0.7 -0.9
0.3 0.4 0.1
-0.7 -2.1 0.0

Its HOMO energy is -8.9 eV. The SMILES is C[NH+](C)[C@H](C(=O)[O-])S(=O)(=O)CCN. Its strongest force on any atom is 5.03 eV/Å. The calculation puts the calculated total energy at -1045.545313 a.u. The calculation puts the energy relative to the best compared isomer or geometry (same formula, charge and spin) at 433.8 kJ/mol. The gap between HOMO and LUMO is 9.13 eV. Its LUMO energy is 0.0101 Ha.

---

This record from OMol25 describes the ion C6H13N with charge +1. The level of theory is wB97M-V/def2-TZVPD.

Last column: Löwdin charge in e.
CARTESIAN COORDINATES (ANGSTROEM)
N -1.05545 -0.14206 -0.41725  0.1550
C -3.26491 -0.14773 -1.48067  -0.0525
C 1.25647 -0.56507 0.37667  -0.1853
C 3.36243 -0.34212 1.65658  0.0382
C 0.13711 0.44492 0.13750  -0.1513
C -2.19583 0.66664 -0.76034  -0.1997
C 2.53144 0.12618 0.74357  -0.1808
H -3.63002 -1.00177 -0.90692  0.0873
H -1.35249 -0.97067 0.11232  0.1859
H -1.81691 1.42506 -1.45565  0.1439
H -4.11202 0.50390 -1.68378  0.0950
H 3.15845 -1.26563 2.19594  0.0735
H -2.60702 1.22755 0.08383  0.1598
H 0.43819 1.30450 -0.45724  0.1444
H 4.26612 0.11578 2.00794  0.0658
H 2.80313 1.02809 0.21764  0.1048
H 0.95262 -1.26603 1.15104  0.1196
H -2.86960 -0.57043 -2.39547  0.0865
H -0.21010 0.91513 1.08085  0.1794
H 1.30578 -1.22910 -0.49670  0.1302

Atoms 1-3, force components in eV/Å:
-0.9 0.6 2.6
-0.1 -0.2 0.4
-0.6 -0.4 -0.2

Its total charge is +1. Its HOMO energy (alpha / beta) is -13.4 / -13.4 eV. Its strongest force on any atom is 2.81 eV/Å. The spin multiplicity is 2. The calculation puts the calculated total energy at -290.820764 a.u. The calculation puts the energy relative to the best compared isomer or geometry (same formula, charge and spin) at 152.1 kJ/mol. The gap between HOMO and LUMO (alpha / beta) is 10.38 / 5.46 eV. Its LUMO energy (alpha / beta) is -0.1118 / -0.2926 Ha.

---

This record from OMol25 describes a cluster of 2 separate species, C4H14NO in total. The level of theory is wB97M-V/def2-TZVPD.

Last column: Löwdin charge in e.
CARTESIAN COORDINATES (ANGSTROEM)
O -2.43469 -0.99852 1.20366  -0.0537
N 0.26736 -0.30473 -0.05670  0.0056
C 0.49137 -0.03182 -1.51541  -0.1640
C -0.82031 0.43491 -2.13559  -0.0498
C 1.65805 1.19666 1.35304  -0.0472
C 1.45767 -0.24251 0.88914  -0.1551
H 0.76400 1.40933 1.93852  0.0856
H -1.49743 -0.41167 -2.19753  0.0876
H 2.26786 -0.66214 0.30180  0.1277
H 1.22162 -0.93113 1.69851  0.1318
H 1.26053 0.72758 -1.54019  0.1247
H -3.23928 -1.36309 0.80236  0.0624
H -0.43554 0.35619 0.27459  0.1349
H -0.22355 -1.18612 0.14688  0.1610
H -0.61564 0.87649 -3.10731  0.0936
H -1.25427 1.22069 -1.51689  0.0862
H 0.80147 -0.97178 -1.95617  0.1343
H 1.72828 1.87790 0.51116  0.0827
H -2.82203 -0.52686 1.95401  0.0579
H 2.49270 1.27980 2.04045  0.0936

Atoms 1-3, force components in eV/Å:
-0.6 0.2 0.0
-0.7 -0.3 1.1
-0.6 -0.2 0.3

Its total charge is +1. Its HOMO energy is -15.8 eV. Its strongest force on any atom is 1.34 eV/Å. The calculation puts the calculated total energy at -290.561164 a.u. The calculation puts the energy relative to the best compared isomer or geometry (same formula, charge and spin) at 36.9 kJ/mol. The gap between HOMO and LUMO is 12.93 eV. Its LUMO energy is -0.1059 Ha.

---

This record from OMol25 describes a structure of composition C12H23AuNO4P2. The level of theory is wB97M-V/def2-TZVPD.

Last column: Löwdin charge in e.
CARTESIAN COORDINATES (ANGSTROEM)
Au -0.12037 -0.13288 -0.15214  0.9861
P 0.45410 2.13021 0.45732  0.7815
P -2.17696 0.35381 0.72491  0.7514
O -0.65295 -2.93452 -0.46062  -0.1001
O -1.63196 -1.64052 -2.03105  0.0578
O 1.33761 -1.98873 -2.60740  0.0838
O 2.64065 -0.16333 1.31773  0.0120
N 1.75613 -0.75904 -0.71186  -0.0341
C -1.01002 -4.12589 -1.21323  -0.0102
C -3.66047 0.02179 -0.23382  -0.2102
C 2.10377 -1.60777 -1.75910  -0.4853
C 2.76663 -0.67666 0.22325  -0.5211
C 4.01517 -1.34166 -0.31621  -0.0701
C -2.30051 -0.59740 2.25357  -0.2131
C -0.95353 -1.79375 -1.06343  -0.6457
C -2.19201 2.11525 1.20856  -0.3746
C 0.01210 3.13366 -0.99353  -0.2360
C 3.57165 -1.96825 -1.63517  -0.0664
C 2.02091 2.83400 1.00123  -0.2281
C -0.81511 2.57265 1.70257  -0.3795
H -0.43061 -4.14348 -2.13316  0.0990
H 1.93720 3.92197 0.99805  0.0629
H -0.54951 2.08723 2.64429  0.0907
H 3.66532 -3.05263 -1.66288  0.1298
H 4.09740 -1.57687 -2.50534  0.1297
H -0.05247 4.18882 -0.72321  0.0636
H -2.95900 2.26102 1.97232  0.1026
H 0.78763 3.01484 -1.75112  0.0604
H -3.21208 -0.32840 2.78931  0.0660
H -2.49736 2.69568 0.33544  0.0847
H -0.81205 3.65045 1.87687  0.1007
H -2.07308 -4.12058 -1.44133  0.0955
H 2.80648 2.52741 0.31269  0.0572
H 4.78835 -0.58202 -0.43308  0.1283
H -0.75135 -4.95964 -0.57027  0.0972
H -1.43484 -0.40836 2.88813  0.0574
H 2.28025 2.46510 1.98980  0.0558
H -2.31917 -1.65946 2.00902  0.0582
H -0.92985 2.81168 -1.43527  0.0411
H -4.54160 0.30494 0.34388  0.0689
H 4.37748 -2.05917 0.41803  0.1291
H -3.64063 0.57328 -1.17262  0.0664
H -3.70134 -1.04276 -0.46113  0.0568

Atoms 1-3, force components in eV/Å:
0.3 0.2 -0.5
-0.1 0.1 0.0
-0.1 -0.1 0.2

Its total charge is +1. Its HOMO energy is -12.1 eV. Its strongest force on any atom is 0.58 eV/Å. The calculation puts the calculated total energy at -1645.027892 a.u. The calculation puts the energy relative to the best compared isomer or geometry (same formula, charge and spin) at 0.0 kJ/mol. The gap between HOMO and LUMO is 8.99 eV. Its LUMO energy is -0.1139 Ha.